The following is a DFT calculation (ωB97M-V/def2-TZVPD) of an isolated molecule of C13H16N3P at a distorted geometry.

Properties
Lowest unoccupied orbital energy, eV: 0.50
Strongest force on any atom, eV/A: 1.6
Orbital gap, eV: 9.76
Total energy, eV: -27497.8311
SMILES string: C[C@](C#N)(CCc1ccccc1)[C@@H](C#N)[PH2]=N

Cartesian coordinates (Å):
C  0.71082  -1.61104  1.24105
C  1.44824  -0.27354  1.05715
C  2.21968  -0.07058  2.29661
N  2.85068  0.04124  3.24958
C  0.51228  0.96688  0.88160
C  -0.95957  0.77230  1.27623
C  -1.87626  0.25951  0.18579
C  -3.24646  0.24381  0.41507
C  -4.12384  -0.18778  -0.55369
C  -3.66904  -0.62629  -1.78302
C  -2.30858  -0.61864  -2.02711
C  -1.43253  -0.18052  -1.05089
C  2.53233  -0.42037  -0.07192
C  2.12621  -1.32426  -1.13768
N  1.72817  -1.99582  -1.97908
P  3.11674  1.15328  -0.84281
N  2.17861  1.75569  -1.96007
H  -0.03431  -1.76720  0.46772
H  1.41205  -2.44215  1.25792
H  0.19794  -1.60905  2.20004
H  0.52753  1.34004  -0.13810
H  0.90562  1.75965  1.51664
H  -1.05361  0.18227  2.18674
H  -1.32990  1.76767  1.53142
H  -3.64074  0.57689  1.36811
H  -5.18974  -0.18475  -0.36370
H  -4.34235  -0.96669  -2.55664
H  -1.90449  -0.93465  -2.97881
H  -0.37718  -0.16221  -1.28431
H  3.41399  -0.87887  0.38792
H  4.35405  0.74775  -1.37600
H  3.35438  1.99732  0.25617
H  1.89927  2.69008  -1.67193

Atoms 1-2, force components in eV/Å:
C -0.198 0.065 0.229
C 0.015 -0.021 0.000

natural (NBO) atomic charge list, values in e, 6 entries: atom 1 (C): -0.61, atom 2 (C): -0.13, atom 3 (C): 0.28, atom 4 (N): -0.31, atom 5 (C): -0.42, atom 6 (C): -0.42

---

The following is a DFT calculation (ωB97M-V/def2-TZVPD) of a cluster of 2 separate species, C13H16N3S3 in total at a distorted geometry.

Properties
Lowest unoccupied orbital energy, eV: 2.93
Charge: -1
Strongest force on any atom, eV/A: 2.2
Orbital gap, eV: 6.04
Total energy, eV: -50716.8513

Cartesian coordinates (Å):
C  -5.07568  0.22840  -2.63396
N  -3.65910  0.27046  -2.41341
C  -2.97993  -0.99244  -2.30788
C  -1.66182  -0.71185  -1.58324
N  -0.87294  0.14054  -2.45679
C  0.49384  0.29689  -2.12291
S  1.34475  -0.67665  -1.00407
S  1.33694  1.63946  -2.66509
C  -1.54327  1.42683  -2.71320
C  -2.96170  1.21830  -3.23543
H  -5.47509  1.22604  -2.44495
H  -5.31538  -0.06388  -3.66133
H  -5.53117  -0.47041  -1.93328
H  -3.59870  -1.68732  -1.72126
H  -2.75925  -1.42446  -3.30458
H  -1.85676  -0.16902  -0.64559
H  -1.11583  -1.63616  -1.33793
H  -1.59173  1.99107  -1.76913
H  -0.99182  2.03228  -3.44871
H  -2.91641  0.88395  -4.29903
H  -3.52958  2.16240  -3.18747
C  4.81809  -0.73512  5.25587
C  5.12736  -1.48946  4.11026
C  4.34504  -1.38580  2.95898
C  3.24641  -0.49453  2.88100
N  2.55328  -0.31632  1.66928
C  1.64808  0.42185  1.27834
S  0.49085  1.45944  0.96611
C  2.90083  0.20467  4.05736
C  3.68317  0.08815  5.21357
H  5.45284  -0.79896  6.14981
H  5.97839  -2.15629  4.13124
H  4.57564  -1.99696  2.08619
H  2.02665  0.85133  4.03205
H  3.41397  0.66360  6.09917

Atoms 1-2, force components in eV/Å:
C 0.348 0.047 -0.033
N -0.596 0.188 0.560

natural (NBO) atomic charge list, values in e, 6 entries: atom 1 (C): -0.39, atom 2 (N): -0.45, atom 3 (C): -0.22, atom 4 (C): -0.23, atom 5 (N): -0.49, atom 6 (C): -0.09

---

The following is a DFT calculation (ωB97M-V/def2-TZVPD) of an isolated molecule of C13H16N4O3 at a distorted geometry.

Properties
Lowest unoccupied orbital energy, eV: 0.28
Strongest force on any atom, eV/A: 6.8
Orbital gap, eV: 9.06
Total energy, eV: -25842.6876
SMILES string: CC(=O)Cn1c(=O)[nH]c2nc(C3CCCC3)[nH]c2c1=O

Cartesian coordinates (Å):
O  2.33689  0.14788  2.34279
O  1.89496  -3.89647  0.35753
O  5.68711  -2.97248  1.06363
N  -1.26907  -0.82202  -0.46355
C  1.66484  -0.72885  1.68559
C  1.47266  -2.80311  0.60097
C  4.87686  -2.07327  1.03039
C  -1.37448  0.47057  -0.09536
C  -0.15652  -1.25598  0.29225
C  0.41038  -0.28757  1.04966
N  0.30280  -2.54017  0.08796
N  -0.35192  0.80220  0.79964
N  2.23912  -1.95184  1.35551
C  4.92979  -0.82371  0.23458
C  3.59306  -2.37930  1.85086
C  -4.44952  2.06541  -2.03239
C  -3.79553  3.15640  -1.19823
C  -3.56094  0.83272  -1.56554
C  -2.70791  2.55752  -0.21689
C  -2.16632  1.41129  -0.96736
H  -0.08020  -3.03170  -0.71975
H  -0.17452  1.77015  1.19304
H  4.06681  -0.73518  -0.43165
H  5.06249  0.07291  0.85787
H  5.87803  -0.95464  -0.31559
H  3.68460  -2.12480  2.90504
H  3.65851  -3.51742  1.89354
H  -4.38768  2.28541  -3.04507
H  -5.60077  1.84457  -1.93985
H  -3.27009  3.80753  -1.84981
H  -4.47066  3.86211  -0.58007
H  -4.05001  0.40340  -0.77853
H  -3.35628  0.09240  -2.35924
H  -3.09082  2.19056  0.75420
H  -1.97389  3.33957  -0.07480
H  -1.47177  1.78593  -1.72138

Atoms 1-2, force components in eV/Å:
O -1.712 -2.892 -1.411
O 1.781 -2.563 -0.362

natural (NBO) atomic charge list, values in e, 6 entries: atom 1 (O): -0.64, atom 2 (O): -0.63, atom 3 (O): -0.52, atom 4 (N): -0.48, atom 5 (C): 0.64, atom 6 (C): 0.77

---

The following is a DFT calculation (ωB97M-V/def2-TZVPD) of a structure of composition C13H17AsBF2NO3S2W at a distorted geometry.

Properties
Lowest unoccupied orbital energy (alpha / beta), eV: -1.39 / -1.48
Strongest force on any atom, eV/A: 1.2
Orbital gap (alpha / beta), eV: 6.47 / 6.47
Total energy, eV: -111837.7899

Cartesian coordinates (Å):
W  -0.16676  -0.31636  0.68902
C  -0.81933  -0.11093  4.44684
As  0.37435  0.56148  3.08836
C  2.08561  -0.02230  3.77004
C  0.40627  2.44045  3.49359
H  -0.55235  0.35717  5.39293
H  -0.71466  -1.19134  4.52478
H  -1.85111  0.11764  4.18879
H  2.12140  0.14493  4.84520
H  2.87801  0.54108  3.28119
H  2.22772  -1.07851  3.55233
H  0.57701  2.56444  4.56117
H  -0.54298  2.89296  3.21276
H  1.20352  2.91343  2.92501
F  1.97960  -1.25272  0.73910
B  1.79625  -0.06157  -0.03527
F  2.83089  0.40703  -0.67395
O  -0.59024  2.09747  -6.81175
C  0.33870  1.19158  -6.41772
O  1.29471  0.98242  -7.10695
C  0.09614  0.50470  -5.10689
C  0.72859  -0.71217  -4.88189
C  0.53221  -1.38901  -3.69006
C  -0.27992  -0.84993  -2.69214
S  -0.54780  -1.76256  -1.18090
C  -0.90198  0.37355  -2.91475
C  -0.71526  1.04198  -4.11496
H  -1.33285  2.08799  -6.19795
H  1.37285  -1.11343  -5.65331
H  1.01490  -2.34386  -3.52186
H  -1.53037  0.80300  -2.14751
H  -1.19188  2.00808  -4.24305
C  -0.52043  -3.30542  2.20884
C  -0.85196  -1.94643  1.71352
O  -1.97137  -1.43871  1.78859
H  -1.25936  -3.64131  2.93577
H  0.48944  -3.33877  2.61702
H  -0.53624  -3.97378  1.34256
S  -3.64044  2.77186  0.98267
C  -2.39237  1.86065  0.66142
N  -1.43854  1.18522  0.42940

Atoms 1-2, force components in eV/Å:
W -0.721 -0.615 -0.748
C -0.092 0.017 0.085

natural (NBO) atomic charge list, values in e, 6 entries: atom 1 (W): 0.65, atom 2 (C): -0.95, atom 3 (As): 1.09, atom 4 (C): -0.94, atom 5 (C): -0.94, atom 6 (H): 0.23

---

The following is a DFT calculation (ωB97M-V/def2-TZVPD) of a structure of composition C13H17BeClO at a distorted geometry.

Properties
Lowest unoccupied orbital energy, eV: 5.37
Charge: -2
Strongest force on any atom, eV/A: 1.4
Orbital gap, eV: 4.76
Total energy, eV: -28729.0718

Cartesian coordinates (Å):
C  0.90134  -2.07334  0.65785
C  0.94885  -1.75090  -0.73216
C  -0.37970  -1.82062  -1.24835
H  1.82535  -1.44083  -1.29519
C  -1.25402  -2.18136  -0.17917
C  -0.46376  -2.34152  1.00323
H  -0.84207  -2.60365  1.99267
H  1.75164  -2.07860  1.33908
H  -0.66713  -1.60159  -2.27354
H  -2.33258  -2.31841  -0.25610
Be  -0.05288  1.67310  -1.80712
Cl  1.60771  2.03301  -0.94738
C  -0.02470  2.58853  -3.47527
C  -1.24557  1.95690  -3.95054
C  -0.90361  0.73536  -4.54964
H  -2.23555  2.41086  -3.93129
C  0.52105  0.61209  -4.56577
C  1.07321  1.73212  -3.92404
H  2.13006  1.97083  -3.82790
H  0.07438  3.63185  -3.17319
H  -1.59807  0.03316  -5.00314
H  1.06916  -0.18086  -5.06700
C  -2.38813  1.27272  0.82774
C  -2.46522  1.15242  -0.68049
C  -3.18103  2.37457  -1.24143
O  -1.20507  0.93413  -1.24761
H  -1.71242  2.08726  1.12993
H  -2.08106  0.33457  1.29582
H  -3.39445  1.51765  1.17551
H  -3.05598  0.24524  -0.91092
H  -2.57216  3.26555  -1.03086
H  -3.34428  2.29484  -2.31161
H  -4.15951  2.51072  -0.76923

Atoms 1-2, force components in eV/Å:
C -0.757 0.003 -0.418
C -0.920 -0.343 0.363

natural (NBO) atomic charge list, values in e, 6 entries: atom 1 (C): -0.38, atom 2 (C): -0.36, atom 3 (C): -0.33, atom 4 (H): 0.18, atom 5 (C): -0.39, atom 6 (C): -0.39

---

The following is a DFT calculation (ωB97M-V/def2-TZVPD) of a structure of composition C13H17Br3O12 at a distorted geometry.

Properties
Lowest unoccupied orbital energy, eV: -1.04
Strongest force on any atom, eV/A: 2.2
Orbital gap, eV: 10.11
Total energy, eV: -248452.6347

Cartesian coordinates (Å):
C  -0.73656  -1.16967  0.21609
Br  -1.05670  0.69189  -0.32095
Br  -2.43881  -2.07393  0.47917
Br  0.33244  -1.20379  1.85835
H  -0.22907  -1.65470  -0.60687
C  -0.90729  3.31505  -4.42263
C  -1.38623  2.96918  -2.98895
O  -2.66331  2.47523  -3.27379
C  -3.14843  2.99877  -4.43073
O  -4.29327  2.92671  -4.72443
O  -2.12143  3.59448  -5.05552
H  -0.35595  2.48796  -4.88274
H  -0.19319  4.13600  -4.47545
H  -1.32137  3.81537  -2.29712
H  -0.73854  2.25420  -2.48082
C  0.42530  0.98601  4.87053
C  0.34562  -0.07895  5.95217
O  -1.02225  -0.04240  6.33000
C  -1.56558  1.13460  5.94388
O  -2.49355  1.67468  6.45945
O  -0.77321  1.71548  5.03767
H  0.60744  0.59439  3.86778
H  1.31939  1.58577  5.05115
H  0.96498  0.20020  6.80910
H  0.57367  -1.11502  5.70581
C  4.67569  -2.67645  2.59463
C  3.85456  -1.41881  2.42127
O  4.83210  -0.56156  1.79131
C  5.93226  -1.26905  1.44946
O  6.83984  -0.75034  0.88858
O  5.88319  -2.57462  1.81075
H  4.14257  -3.55228  2.23190
H  4.95676  -2.72015  3.64740
H  3.54165  -1.01608  3.38185
H  3.00030  -1.62147  1.77738
C  -2.22924  -1.03717  -3.14022
C  -2.38416  -0.60713  -4.65228
O  -2.96223  -1.75499  -5.23485
C  -2.93835  -2.80809  -4.39253
O  -3.29141  -3.90195  -4.70261
O  -2.39121  -2.44686  -3.24974
H  -2.90497  -0.49390  -2.48370
H  -1.22431  -0.81027  -2.79174
H  -1.43434  -0.45704  -5.17064
H  -3.02282  0.26072  -4.79734

Atoms 1-2, force components in eV/Å:
C -0.745 0.514 0.453
Br 0.214 -0.572 0.383

natural (NBO) atomic charge list, values in e, 6 entries: atom 1 (C): -0.47, atom 2 (Br): 0.07, atom 3 (Br): 0.12, atom 4 (Br): 0.07, atom 5 (H): 0.23, atom 6 (C): -0.09

---

> Number 1 is which compound?

C13H16N3P

---

Please write out number 6 again, unchanged.
The following is a DFT calculation (ωB97M-V/def2-TZVPD) of a structure of composition C13H17Br3O12 at a distorted geometry.

Properties
Lowest unoccupied orbital energy, eV: -1.04
Strongest force on any atom, eV/A: 2.2
Orbital gap, eV: 10.11
Total energy, eV: -248452.6347

Cartesian coordinates (Å):
C  -0.73656  -1.16967  0.21609
Br  -1.05670  0.69189  -0.32095
Br  -2.43881  -2.07393  0.47917
Br  0.33244  -1.20379  1.85835
H  -0.22907  -1.65470  -0.60687
C  -0.90729  3.31505  -4.42263
C  -1.38623  2.96918  -2.98895
O  -2.66331  2.47523  -3.27379
C  -3.14843  2.99877  -4.43073
O  -4.29327  2.92671  -4.72443
O  -2.12143  3.59448  -5.05552
H  -0.35595  2.48796  -4.88274
H  -0.19319  4.13600  -4.47545
H  -1.32137  3.81537  -2.29712
H  -0.73854  2.25420  -2.48082
C  0.42530  0.98601  4.87053
C  0.34562  -0.07895  5.95217
O  -1.02225  -0.04240  6.33000
C  -1.56558  1.13460  5.94388
O  -2.49355  1.67468  6.45945
O  -0.77321  1.71548  5.03767
H  0.60744  0.59439  3.86778
H  1.31939  1.58577  5.05115
H  0.96498  0.20020  6.80910
H  0.57367  -1.11502  5.70581
C  4.67569  -2.67645  2.59463
C  3.85456  -1.41881  2.42127
O  4.83210  -0.56156  1.79131
C  5.93226  -1.26905  1.44946
O  6.83984  -0.75034  0.88858
O  5.88319  -2.57462  1.81075
H  4.14257  -3.55228  2.23190
H  4.95676  -2.72015  3.64740
H  3.54165  -1.01608  3.38185
H  3.00030  -1.62147  1.77738
C  -2.22924  -1.03717  -3.14022
C  -2.38416  -0.60713  -4.65228
O  -2.96223  -1.75499  -5.23485
C  -2.93835  -2.80809  -4.39253
O  -3.29141  -3.90195  -4.70261
O  -2.39121  -2.44686  -3.24974
H  -2.90497  -0.49390  -2.48370
H  -1.22431  -0.81027  -2.79174
H  -1.43434  -0.45704  -5.17064
H  -3.02282  0.26072  -4.79734

Atoms 1-2, force components in eV/Å:
C -0.745 0.514 0.453
Br 0.214 -0.572 0.383

natural (NBO) atomic charge list, values in e, 6 entries: atom 1 (C): -0.47, atom 2 (Br): 0.07, atom 3 (Br): 0.12, atom 4 (Br): 0.07, atom 5 (H): 0.23, atom 6 (C): -0.09

---

Repeat the sixth record exactly.
The following is a DFT calculation (ωB97M-V/def2-TZVPD) of a structure of composition C13H17Br3O12 at a distorted geometry.

Properties
Lowest unoccupied orbital energy, eV: -1.04
Strongest force on any atom, eV/A: 2.2
Orbital gap, eV: 10.11
Total energy, eV: -248452.6347

Cartesian coordinates (Å):
C  -0.73656  -1.16967  0.21609
Br  -1.05670  0.69189  -0.32095
Br  -2.43881  -2.07393  0.47917
Br  0.33244  -1.20379  1.85835
H  -0.22907  -1.65470  -0.60687
C  -0.90729  3.31505  -4.42263
C  -1.38623  2.96918  -2.98895
O  -2.66331  2.47523  -3.27379
C  -3.14843  2.99877  -4.43073
O  -4.29327  2.92671  -4.72443
O  -2.12143  3.59448  -5.05552
H  -0.35595  2.48796  -4.88274
H  -0.19319  4.13600  -4.47545
H  -1.32137  3.81537  -2.29712
H  -0.73854  2.25420  -2.48082
C  0.42530  0.98601  4.87053
C  0.34562  -0.07895  5.95217
O  -1.02225  -0.04240  6.33000
C  -1.56558  1.13460  5.94388
O  -2.49355  1.67468  6.45945
O  -0.77321  1.71548  5.03767
H  0.60744  0.59439  3.86778
H  1.31939  1.58577  5.05115
H  0.96498  0.20020  6.80910
H  0.57367  -1.11502  5.70581
C  4.67569  -2.67645  2.59463
C  3.85456  -1.41881  2.42127
O  4.83210  -0.56156  1.79131
C  5.93226  -1.26905  1.44946
O  6.83984  -0.75034  0.88858
O  5.88319  -2.57462  1.81075
H  4.14257  -3.55228  2.23190
H  4.95676  -2.72015  3.64740
H  3.54165  -1.01608  3.38185
H  3.00030  -1.62147  1.77738
C  -2.22924  -1.03717  -3.14022
C  -2.38416  -0.60713  -4.65228
O  -2.96223  -1.75499  -5.23485
C  -2.93835  -2.80809  -4.39253
O  -3.29141  -3.90195  -4.70261
O  -2.39121  -2.44686  -3.24974
H  -2.90497  -0.49390  -2.48370
H  -1.22431  -0.81027  -2.79174
H  -1.43434  -0.45704  -5.17064
H  -3.02282  0.26072  -4.79734

Atoms 1-2, force components in eV/Å:
C -0.745 0.514 0.453
Br 0.214 -0.572 0.383

natural (NBO) atomic charge list, values in e, 6 entries: atom 1 (C): -0.47, atom 2 (Br): 0.07, atom 3 (Br): 0.12, atom 4 (Br): 0.07, atom 5 (H): 0.23, atom 6 (C): -0.09

---

> What is the total energy in the third record?

-25842.6876 eV